Entry 1:
Density functional theory data (ωB97M-V with the def2-TZVPD basis set) for C43H43O2P2S2Sc as an isolated structure.

The lowest unoccupied orbital energy comes out at 4.2 eV.

Structure (ORCA input):
```
! wB97M-V def2-TZVPD RIJCOSX def2/J DEFGRID3
* xyz -2 1
Sc 0.56780 -0.30060 -0.17140
C 1.75560 -2.47880 -0.97870
C 2.69590 -2.06030 -0.01970
C 2.07700 -2.06460 1.25540
C 0.72220 -2.47380 1.08210
C 0.52500 -2.72940 -0.31300
C -0.66120 -3.48640 -0.85370
C -0.25410 -2.89510 2.15230
C 2.84500 -2.00610 2.54760
C 4.13010 -1.70340 -0.28210
C 2.06020 -2.66900 -2.43570
H -1.60990 -3.00030 -0.60700
H -0.68800 -4.49720 -0.42480
H -0.59150 -3.58660 -1.93630
H -0.63280 -3.90120 1.94600
H -1.12190 -2.23150 2.18540
H 0.20360 -2.89240 3.14310
H 3.08490 -0.98230 2.85850
H 3.79370 -2.53770 2.42760
H 2.28300 -2.48850 3.34890
H 4.28350 -0.62370 -0.23040
H 4.43070 -2.02810 -1.27490
H 4.79220 -2.17090 0.45240
H 2.58300 -1.79830 -2.82940
H 1.15030 -2.79630 -3.01910
H 2.69090 -3.55110 -2.59050
S -2.00600 -0.07510 0.34140
P -1.80030 1.02590 2.00000
C -0.46410 0.64930 3.06550
P 1.18380 1.02240 2.33330
S 0.60270 2.13740 0.72230
C -0.54610 0.37860 4.46690
C 0.51540 -0.32480 5.06980
C 0.54770 -0.58810 6.41840
C -0.49890 -0.18750 7.23760
C -1.56100 0.49750 6.66730
C -1.58400 0.78520 5.32120
C 1.60010 2.34930 3.58050
C 1.08620 3.63640 3.47540
C 1.27650 4.55200 4.49210
C 1.97000 4.19720 5.63970
C 2.51720 2.93000 5.73510
C 2.34800 2.01940 4.70670
C -3.33710 0.52080 2.84030
C -3.37110 -0.73640 3.43510
C -4.53210 -1.20140 4.01660
C -5.68270 -0.42750 3.98150
C -5.66950 0.79850 3.33970
C -4.50320 1.27120 2.76400
C -2.15160 2.80830 1.68170
C -2.13800 3.67920 2.76710
C -2.30070 5.03880 2.57070
C -2.47780 5.53150 1.28810
C -2.49610 4.66420 0.20470
C -2.33070 3.30760 0.39770
H 1.32500 -0.65400 4.43500
H 1.39100 -1.12290 6.84400
H -0.47680 -0.37530 8.30330
H -2.38680 0.82520 7.28740
H -2.40960 1.36580 4.93240
H 0.53700 3.91050 2.58370
H 0.86950 5.55000 4.39340
H 2.08750 4.90920 6.44970
H 3.07240 2.64540 6.62030
H 2.80350 1.04300 4.78170
H -2.47090 -1.33310 3.44330
H -4.54880 -2.16770 4.50210
H -6.59340 -0.78940 4.44110
H -6.57170 1.39590 3.29110
H -4.49990 2.22710 2.25630
H -1.98260 3.28480 3.76270
H -2.27230 5.71650 3.41740
H -2.58000 6.59620 1.12640
H -2.62510 5.05440 -0.79600
H -2.31000 2.61650 -0.43490
O 3.32450 0.72760 -3.10610
C 2.33130 1.04990 -2.47990
O 1.72910 0.39700 -1.58450
H 1.86010 2.05630 -2.71530
C -1.16910 -0.19020 -2.76490
C -2.22040 -0.51200 -3.59440
C -2.74530 -1.83740 -3.68000
C -3.74570 -2.16990 -4.55310
C -4.28920 -1.22360 -5.41990
C -3.81980 0.08620 -5.34780
C -2.83910 0.44200 -4.45950
H -0.78890 0.82510 -2.71840
H -0.63760 -0.98050 -2.22420
H -2.33500 -2.58840 -3.02110
H -4.12980 -3.18600 -4.57390
H -5.07220 -1.49590 -6.11790
H -4.25230 0.83280 -6.00850
H -2.49670 1.46760 -4.42020
*
```

=====

Entry 2:
Density functional theory data (ωB97M-V with the def2-TZVPD basis set) for C43H44AuN5O2SSe2 as an isolated structure.

The lowest unoccupied orbital energy (alpha / beta) comes out at -5.2 / -7.3 eV.

Structure (ORCA input):
```
! wB97M-V def2-TZVPD RIJCOSX def2/J DEFGRID3
* xyz 2 3
Au 1.95929 -0.27649 0.68568
Se 5.55759 0.13592 1.15046
Se 4.51060 1.82976 2.33199
C 3.34770 0.78153 3.43661
C 3.44847 1.00160 4.80416
C 2.61266 0.31452 5.66656
C 1.71518 -0.59352 5.13120
C 1.68375 -0.76222 3.76143
N 2.47291 -0.08376 2.91695
C 4.93376 0.66079 -0.59073
C 5.87965 1.06978 -1.51687
C 5.44945 1.45457 -2.77894
C 4.09421 1.43293 -3.05285
C 3.21940 1.00877 -2.06608
N 3.62714 0.61273 -0.85722
H 4.19010 1.69369 5.17695
H 2.67581 0.47333 6.73461
H 1.04930 -1.17120 5.75597
H 0.98552 -1.46201 3.32515
H 6.92498 1.10135 -1.24494
H 6.16354 1.78101 -3.52325
H 3.70711 1.74143 -4.01377
H 2.15565 0.96443 -2.24089
C -4.68995 -3.38715 0.14971
O -3.93383 -2.19068 0.31978
C -4.61872 -1.02051 0.31324
C -5.98673 -0.89319 0.10940
C -6.57165 0.36798 0.11757
C -5.81614 1.51017 0.32714
C -4.44906 1.39044 0.52560
C -3.86162 0.13837 0.50332
N -2.45772 0.02500 0.76747
C -1.47405 -0.31010 -0.02884
C -1.42748 -0.61700 -1.39830
C -2.56901 -0.68366 -2.25216
C -2.44890 -0.93288 -3.58333
C -1.15974 -1.11685 -4.13358
C -0.03845 -1.05227 -3.35799
C -0.11037 -0.80104 -1.95595
O 1.00384 -0.74043 -1.31292
H -3.97792 -4.20446 0.21619
H -5.17771 -3.40668 -0.82646
H -5.43520 -3.49468 0.93891
H -6.60392 -1.76487 -0.04873
H -7.63881 0.44913 -0.03920
H -6.28356 2.48437 0.33687
H -3.82810 2.26254 0.69936
H -2.18363 0.30649 1.70130
H -0.51788 -0.31029 0.47382
H -3.55001 -0.52233 -1.83297
H -3.32282 -0.97934 -4.21689
H -1.05864 -1.30383 -5.19584
H 0.94762 -1.16946 -3.78943
C 2.59948 -3.22937 -2.50307
N 2.55618 -3.25927 -1.04264
C 3.83343 -2.95853 -0.40960
C 1.40558 -3.33801 -0.37134
S 1.20383 -2.54800 1.16739
N 0.40626 -4.07606 -0.85195
C -0.98170 -3.95396 -0.41047
C 0.63820 -5.22936 -1.72519
H 3.14409 -2.33025 -2.79680
H 1.59523 -3.16508 -2.90825
H 3.11252 -4.10083 -2.91090
H 4.57569 -3.66660 -0.78030
H 3.75913 -3.04906 0.66852
H 4.15069 -1.94780 -0.66948
H -1.14226 -3.01797 0.10908
H -1.23630 -4.78426 0.25044
H -1.62372 -3.98622 -1.29165
H 1.68582 -5.51194 -1.70698
H 0.32717 -5.02733 -2.75023
H 0.04693 -6.05954 -1.34100
C -3.52801 4.15849 2.92250
C -2.67990 4.54914 1.89241
C -1.55078 3.80519 1.59024
C -1.25005 2.65834 2.32581
C -2.10181 2.27975 3.36496
C -3.23687 3.02107 3.66036
C -0.09714 1.77622 2.02892
C 0.71419 1.84951 0.99432
C 1.00184 2.67383 -0.12880
C 0.25218 2.56041 -1.31787
C 0.51976 3.38466 -2.39280
C 1.54928 4.31927 -2.31806
C 2.30326 4.43719 -1.15315
C 2.03860 3.62576 -0.06812
H -4.40637 4.74578 3.15388
H -2.89842 5.44331 1.32358
H -0.90054 4.12561 0.78717
H -1.86339 1.40280 3.95926
H -3.88517 2.71655 4.47107
H 0.01395 0.95362 2.73330
H -0.55810 1.84629 -1.37016
H -0.07952 3.30810 -3.29086
H 1.75560 4.96454 -3.16168
H 3.09205 5.17529 -1.09294
H 2.61547 3.71695 0.84181
*
```

=====

Entry 3:
Density functional theory data (ωB97M-V with the def2-TZVPD basis set) for C43H44BrN9O2PbS3 as an isolated structure.

The lowest unoccupied orbital energy comes out at 0.2 eV.

Structure (ORCA input):
```
! wB97M-V def2-TZVPD RIJCOSX def2/J DEFGRID3
* xyz 0 1
Pb 0.07153 0.39402 -0.04054
Br -8.79506 1.01016 0.33269
C -7.86525 -0.65337 0.35210
C -6.97160 -0.91780 1.37644
C -6.26068 -2.09743 1.36130
C -6.45702 -3.04126 0.34221
C -7.40743 -2.76972 -0.65122
C -8.09946 -1.57838 -0.65363
N -5.91451 -4.30608 0.41521
N -4.75655 -4.60066 0.75066
C -3.70275 -3.73491 0.82468
C -2.75224 -4.01775 1.81049
C -1.71923 -3.16273 2.10330
C -1.52555 -1.95460 1.40236
O -0.62723 -1.12235 1.73190
C -2.39371 -1.73349 0.25942
N -2.11056 -0.68772 -0.53367
C -2.86868 -0.42209 -1.57263
C -3.89931 -1.27136 -1.98045
C -4.16871 -2.38802 -1.23018
C -3.47266 -2.61140 -0.02792
H -6.81734 -0.20175 2.16992
H -5.56620 -2.31810 2.15816
H -7.58223 -3.50019 -1.42773
H -8.81905 -1.36140 -1.42955
H -2.91278 -4.90758 2.39999
H -1.03644 -3.38433 2.90928
H -2.61592 0.45861 -2.14398
H -4.44641 -1.06725 -2.88782
H -4.88883 -3.11346 -1.57901
C 1.68878 1.73947 7.39913
C 2.48071 1.25753 6.18787
C 1.60638 0.59342 5.12002
N 0.72486 1.53835 4.48702
C 0.77556 1.93654 3.21495
S 1.86911 1.30338 2.11582
N -0.11611 2.88041 2.81751
C -0.58488 3.96986 3.50660
O -1.58679 4.55248 3.15729
C 0.25266 4.44327 4.65150
C -0.37690 4.90276 5.80443
C 0.37134 5.33784 6.88405
C 1.75576 5.34944 6.80945
C 2.38514 4.95625 5.63826
C 1.64038 4.49993 4.56511
H 2.35996 2.19406 8.12343
H 1.18718 0.90094 7.87613
H 0.94367 2.48493 7.13012
H 3.22508 0.52953 6.51785
H 3.00900 2.09778 5.73393
H 1.01132 -0.20752 5.56983
H 2.23346 0.16206 4.33778
H 0.02851 1.97374 5.07638
H -0.53680 2.72017 1.82741
H -1.45583 4.91040 5.83891
H -0.13045 5.67079 7.78113
H 2.33987 5.67264 7.65985
H 3.46211 5.01126 5.56273
H 2.13817 4.20029 3.65485
C 0.05851 1.31609 -5.81193
N 1.12030 0.81236 -4.98891
C 2.30122 0.24721 -5.40104
C 2.96925 -0.15935 -4.29784
N 2.19590 0.15403 -3.20899
C 1.06038 0.75143 -3.63442
S -0.19544 1.37230 -2.72003
H 0.43500 1.55372 -6.80185
H -0.35921 2.20872 -5.34850
H -0.73900 0.57601 -5.89677
H 2.55658 0.18675 -6.43772
H 3.92247 -0.63361 -4.19373
H 2.40757 -0.08109 -2.22782
C -3.97705 4.14326 -0.19807
C -2.50253 4.30477 -0.57413
C -1.94139 5.61018 -0.00154
C -2.33069 4.27660 -2.09844
C -1.73220 3.19314 -0.03756
C -1.04419 2.28366 0.37906
H -4.57073 4.92790 -0.66470
H -4.09587 4.20735 0.88171
H -4.34806 3.17638 -0.53440
H -2.48864 6.46370 -0.39845
H -0.89033 5.71051 -0.26988
H -2.02584 5.60718 1.08347
H -2.85979 5.11127 -2.55238
H -2.72015 3.34610 -2.50532
H -1.27592 4.34133 -2.35749
N 3.94705 1.50438 -0.53558
C 3.91967 0.17969 -0.26572
N 2.94337 -0.59401 -0.60081
C 3.15095 -1.89177 -0.20545
C 2.23715 -2.93310 -0.29980
C 2.59605 -4.17477 0.18553
C 3.85435 -4.40120 0.73495
C 4.77397 -3.37390 0.84197
C 4.40473 -2.12213 0.39139
S 5.29970 -0.62396 0.48994
H 3.03816 1.94726 -0.58486
H 4.63625 2.03945 -0.03084
H 1.25498 -2.74981 -0.70633
H 1.88342 -4.98363 0.14672
H 4.11563 -5.38303 1.10024
H 5.74609 -3.53103 1.28116
*
```

=====

Entry 4:
Density functional theory data (ωB97M-V with the def2-TZVPD basis set) for C43H44N6O7S3W as an isolated structure.

The lowest unoccupied orbital energy (alpha / beta) comes out at -5.8 / -6.0 eV.

Structure (ORCA input):
```
! wB97M-V def2-TZVPD RIJCOSX def2/J DEFGRID3
* xyz 2 1
W -1.04435 0.13104 0.76690
C 1.86101 -2.11484 4.02370
O 2.01061 -1.98644 2.58428
C 1.10609 -1.39896 1.85027
N 0.02712 -0.79406 2.25680
C 1.32603 -0.83988 4.63032
C 1.15130 -0.85116 6.12430
C 0.91330 0.36659 6.76115
C 0.70808 0.40991 8.13061
C 0.73554 -0.76344 8.87555
C 0.97034 -1.97775 8.24628
C 1.17520 -2.02492 6.87318
C 1.37832 -1.34288 0.42721
C 2.45133 -1.96173 -0.12595
C 2.79255 -1.70853 -1.47488
C 2.03394 -0.83208 -2.17979
C 0.86197 -0.24765 -1.61976
N 0.50384 -0.51489 -0.28334
C 0.07771 0.53536 -2.45195
N -1.19145 1.01776 -2.24860
C -1.62420 1.91168 -3.33855
C -0.51404 1.66113 -4.36172
O 0.43295 0.76297 -3.70824
C -1.67297 3.34359 -2.82466
C -2.02560 4.35782 -3.84372
C -1.65619 5.61487 -3.62562
C -0.85160 5.97911 -2.45260
C -0.29792 5.06931 -1.65601
C -0.47697 3.59471 -1.87724
H 2.85956 -2.34214 4.38306
H 1.20555 -2.95489 4.23022
H 1.92352 0.00889 4.30497
H 0.89658 1.28136 6.17631
H 0.53671 1.36148 8.61860
H 0.58168 -0.73338 9.94719
H 0.99836 -2.89499 8.82472
H 1.37243 -2.98285 6.40134
H 3.05824 -2.60637 0.49703
H 3.65442 -2.18586 -1.92162
H 2.27937 -0.57255 -3.20098
H -2.60654 1.60538 -3.69280
H 0.01118 2.57409 -4.63162
H -0.87093 1.17485 -5.26204
H -2.60917 4.05971 -4.70965
H -1.93325 6.39970 -4.31991
H -0.67546 7.03146 -2.26411
H 0.32739 5.37854 -0.83786
H 0.47806 3.08590 -2.04155
C 5.41358 3.67715 -2.02436
C 4.26724 3.39123 -1.09199
C 4.00841 2.09477 -0.64546
C 2.97492 1.83280 0.24149
C 2.16186 2.87797 0.66706
C 2.43753 4.18243 0.27626
C 3.47067 4.42927 -0.60960
S 0.91823 2.60819 1.88767
O 1.39738 1.52694 2.69373
O 0.64338 3.88226 2.48032
N -0.50798 2.05261 1.17060
C -1.39986 3.12217 0.63284
C -1.45061 2.95289 -0.87044
O -2.55175 3.37643 -1.62647
O -1.50430 1.48829 -0.98245
H 6.11584 2.84621 -2.05503
H 5.95325 4.57104 -1.71165
H 5.05577 3.85388 -3.04149
H 4.64890 1.28211 -0.97250
H 2.83441 0.83902 0.64951
H 1.88983 4.99922 0.72570
H 3.69109 5.45114 -0.90092
H -1.03220 4.10676 0.89979
H -2.40322 3.02631 1.03386
N -1.63126 -3.73068 2.31970
C -2.20364 -2.53534 2.11768
S -0.33008 -0.59179 3.92953
N -3.03408 -2.07469 3.06660
C -3.86055 -0.92320 2.98654
C -3.50574 0.25278 2.33953
C -4.40609 1.30085 2.23839
C -5.65451 1.20644 2.82642
C -5.99570 0.05591 3.52257
C -5.10800 -1.00404 3.59118
H -1.03704 -4.09677 1.59853
H -1.83218 -4.30948 3.11634
H -3.22154 -2.68021 3.84880
H -2.49482 0.41291 1.99316
H -4.13532 2.20166 1.70829
H -6.35200 2.03055 2.74918
H -6.96267 -0.02408 4.00133
H -5.38771 -1.91359 4.11262
O -1.97484 -1.90511 1.05321
S -3.10206 -0.67573 -1.18605
C -4.47231 -1.67806 -0.52998
C -4.52822 -2.90344 -1.43844
C -3.08071 -3.33701 -1.64941
C -2.29599 -2.08652 -2.04383
H -5.37305 -1.06794 -0.56431
H -4.25741 -1.94659 0.50352
H -4.98269 -2.63629 -2.39484
H -5.13098 -3.69121 -0.98630
H -2.98969 -4.10599 -2.41603
H -2.68370 -3.74007 -0.71630
H -2.35735 -1.89229 -3.11258
H -1.25057 -2.13592 -1.74854
*
```

=====

Entry 5:
Density functional theory data (ωB97M-V with the def2-TZVPD basis set) for C43H44N7O2P2V as an isolated structure.

The lowest unoccupied orbital energy (alpha / beta) comes out at -2.7 / -2.9 eV.

Structure (ORCA input):
```
! wB97M-V def2-TZVPD RIJCOSX def2/J DEFGRID3
* xyz 1 4
V 0.12939 0.01888 -0.00466
C 0.79455 0.57401 3.69011
P 1.64872 0.56492 2.08345
C 3.31410 -0.01856 2.58002
C 2.01200 2.35692 1.82588
C 2.57279 2.58141 0.41722
P 1.24772 2.24486 -0.81006
C 0.43556 3.87872 -0.90437
C 2.14309 2.21219 -2.40231
H 1.38282 1.09851 4.44551
H 0.64035 -0.45730 4.00835
H -0.17739 1.05471 3.58220
H 3.72923 0.65796 3.32923
H 4.00598 -0.05633 1.73758
H 3.22721 -1.01965 2.99572
H 2.70720 2.71648 2.58848
H 1.07460 2.90498 1.96315
H 3.40039 1.89117 0.22194
H 2.96727 3.59313 0.29021
H 1.10487 4.59926 -1.37756
H 0.19931 4.23314 0.09759
H -0.49260 3.82757 -1.47301
H 2.77510 3.09406 -2.52159
H 1.42902 2.18698 -3.22740
H 2.76695 1.32021 -2.46667
C 0.00857 -5.01761 -12.81431
O 1.04233 -5.19304 -11.85695
C 0.89704 -4.60497 -10.65161
C -0.20228 -3.83645 -10.27587
C -0.24694 -3.27824 -9.00876
C 0.78955 -3.47229 -8.10301
C 1.88399 -4.24824 -8.49230
C 1.94247 -4.80828 -9.74873
C 0.69728 -2.86200 -6.77722
N -0.34893 -2.21474 -6.31167
C 0.00554 -1.82100 -5.05113
C 1.28091 -2.23126 -4.74322
N 1.71626 -2.90171 -5.86162
C 1.90737 -1.95292 -3.49532
C 3.20826 -2.33582 -3.13611
C 3.69154 -2.00658 -1.89273
C 2.86686 -1.30514 -1.01112
N 1.64276 -0.92002 -1.33079
C 1.15866 -1.21564 -2.55597
C -0.20583 -0.80249 -2.85802
N -0.89246 -0.14641 -1.89280
C -2.12542 0.25673 -2.14550
C -2.75904 0.02989 -3.37224
C -2.08804 -0.65234 -4.35489
C -0.77911 -1.08842 -4.10301
H 0.32614 -5.56098 -13.69868
H -0.12129 -3.96239 -13.06412
H -0.93559 -5.43137 -12.45351
H -1.02227 -3.66726 -10.95743
H -1.09853 -2.68099 -8.71403
H 2.70653 -4.43665 -7.81236
H 2.78567 -5.41148 -10.05519
H 2.61721 -3.31934 -6.01014
H 3.82708 -2.89200 -3.82922
H 4.68898 -2.28890 -1.58642
H 3.18905 -1.07118 -0.00503
H -2.62601 0.76987 -1.33311
H -3.76893 0.38590 -3.51721
H -2.53775 -0.86858 -5.31456
C -0.69713 -5.83794 0.13446
C -1.76830 -5.35350 0.87146
C -1.91581 -3.99295 1.09736
C -0.97476 -3.10992 0.57867
C 0.09223 -3.58803 -0.16726
C 0.23333 -4.95006 -0.38698
N -1.07424 -1.67804 0.77940
N -2.02764 -1.36628 1.52041
C -2.25094 0.01850 1.72058
C -3.34813 0.28545 2.54114
C -3.70277 1.60117 2.77780
C -2.95557 2.60451 2.17308
C -1.86551 2.29686 1.36333
C -1.44092 0.98728 1.10491
H -0.59198 -6.90140 -0.03649
H -2.50409 -6.03949 1.27106
H -2.75167 -3.61655 1.66678
H 0.83164 -2.89540 -0.53309
H 1.07382 -5.31425 -0.96482
H -3.90220 -0.53926 2.97063
H -4.54640 1.84388 3.40953
H -3.22492 3.64237 2.33176
H -1.33302 3.13333 0.92632
O 1.48775 -2.41524 2.04760
N 1.80095 -3.63063 2.33888
C 0.98069 -4.36502 3.12671
C 1.26474 -5.68236 3.40887
C 2.40426 -6.27554 2.88910
C 3.23340 -5.51023 2.08601
C 2.91380 -4.19728 1.81823
H 0.11452 -3.82421 3.47494
H 0.57646 -6.22999 4.03679
H 2.63937 -7.30756 3.10520
H 4.13485 -5.92162 1.65429
H 3.49135 -3.53140 1.19624
*
```

=====

Sequential energy relative to the best compared isomer or geometry (same formula, charge and spin) output: 20.38; 0.00; 17.58; 111.33; 4.16 kcal per mole
Sequential max |F| output: 2.098; 0.236; 1.607; 2.666; 0.662 eV/A